(1)
Molecular formula: C4H9N
Method: DFT, ωB97M-V/def2-TZVPD

```
14
Properties=species:S:1:pos:R:3:forces:R:3
C 1.14997 -0.63982 -1.14994 2.658 1.088 -0.776
N -0.05259 -0.50631 -0.46226 -1.354 0.448 -0.870
C -0.10735 -0.65996 0.95613 1.653 2.665 2.289
C -1.02635 0.67330 1.03541 -0.684 -3.001 -0.372
C -0.69767 0.82071 -0.50643 -0.234 0.132 1.512
H 1.03085 -0.55357 -2.25125 -0.066 0.102 0.648
H 1.96117 0.15088 -0.81767 -1.239 -1.001 -0.541
H 1.62752 -1.59074 -0.97275 -0.016 -0.506 0.138
H 0.92118 -0.54849 1.54285 -1.586 0.094 -1.353
H -0.52928 -1.53963 1.39429 -0.539 -0.763 -0.247
H -2.03598 0.31994 1.37505 0.577 0.680 -0.853
H -0.72110 1.42588 1.71768 0.503 0.785 0.280
H -0.02631 1.68838 -0.61243 0.336 -0.401 -0.183
H -1.49408 0.95944 -1.24868 -0.010 -0.321 0.326
```
Positions in Å, forces in eV/Å.

Structure (SMILES)   CN1CCC1
Lowest unoccupied orbital energy   1.252 eV
M   71.12 g mol⁻¹
Frontier orbital gap   9.653 eV
ΔE to the lowest compared entry with this formula, charge and spin   152.0 kJ/mol
Electronic energy   -5782.237 eV

Atom charges from the Löwdin analysis, given in e for atoms 1 to 2: -0.150, -0.257

---

(2)
Molecular formula: C4H9N
Method: DFT, ωB97M-V/def2-TZVPD

```
14
Properties=species:S:1:pos:R:3:forces:R:3
C 1.61100 -1.22425 -1.56943 -1.761 0.837 0.231
C 0.53738 -0.70163 -2.19856 1.153 0.311 -0.403
C -0.31868 0.44717 -1.67847 1.693 -1.236 -0.861
H 1.90442 -2.24005 -1.77913 1.008 0.279 -0.453
H 1.98102 -0.63106 -0.73307 -0.055 -0.866 0.527
H 0.50021 -0.85701 -3.28311 -0.984 -1.098 0.371
H -0.63660 0.91469 -2.61029 -0.256 0.911 0.661
H -1.16136 0.06142 -1.11112 -0.074 0.104 -0.007
H 0.39618 0.96885 -1.03294 -0.730 0.763 -0.051
C -0.91298 0.95290 3.42958 0.053 0.352 -0.347
N -1.67325 0.05633 2.96133 0.236 -0.062 0.797
H -1.20738 1.69249 4.17791 -0.533 -0.233 -0.147
H 0.09069 1.11671 3.05695 0.515 -0.204 0.076
H -1.11065 -0.55658 2.37034 -0.264 0.143 -0.394
```
Positions in Å, forces in eV/Å.

Structure (SMILES)   C=CC.C=N
Lowest unoccupied orbital energy   0.932 eV
M   71.12 g mol⁻¹
Frontier orbital gap   10.069 eV
ΔE to the lowest compared entry with this formula, charge and spin   232.7 kJ/mol
Electronic energy   -5781.400 eV

Atom charges from the Löwdin analysis, given in e for atoms 1 to 2: -0.023, -0.255

---

(3)
Molecular formula: C4H9N
Method: DFT, ωB97M-V/def2-TZVPD

```
14
Properties=species:S:1:pos:R:3:forces:R:3
C -1.31316 -1.28053 -2.72997 1.239 -3.746 0.152
C -0.56976 -1.95325 -1.74161 -2.276 -1.622 -1.812
C 0.70856 -1.50801 -1.11875 0.858 3.224 0.971
H -1.60439 -1.74551 -3.73236 -0.463 -0.476 2.092
H -1.83956 -0.40783 -2.62247 0.402 3.222 0.173
H -0.96520 -3.09826 -1.51723 2.050 2.478 -1.318
H 0.83990 -0.46075 -0.56809 -1.062 -1.999 -0.686
H 1.23581 -2.23104 -0.55110 -0.206 -0.890 1.092
H 1.47925 -1.30837 -1.87188 -0.539 -0.189 -0.660
C 0.40180 3.15241 3.31050 3.201 2.868 2.119
N 0.04977 2.05586 3.74391 -2.452 -2.195 -0.854
H 0.64431 3.89991 4.06252 -0.521 0.566 0.251
H 1.02905 3.33670 2.47183 -0.600 0.060 -1.988
H -0.09637 1.54866 2.86469 0.370 -1.302 0.469
```
Positions in Å, forces in eV/Å.

Structure (SMILES)   C=CC.C=N
Lowest unoccupied orbital energy   0.454 eV
M   71.12 g mol⁻¹
Frontier orbital gap   8.667 eV
ΔE to the lowest compared entry with this formula, charge and spin   456.2 kJ/mol
Electronic energy   -5779.084 eV

Atom charges from the Löwdin analysis, given in e for atoms 1 to 2: -0.032, -0.227

---

(4)
Molecular formula: C4H9N
Method: DFT, ωB97M-V/def2-TZVPD

```
14
Properties=species:S:1:pos:R:3:forces:R:3
C 0.73301 -0.67298 1.26905 1.237 1.114 -2.539
C 0.01297 -0.53387 0.09816 3.016 2.919 3.658
C -1.14529 -1.32930 -0.14817 -1.205 -2.806 0.202
C 0.06372 0.77145 -0.69840 0.750 -0.577 0.843
N 1.09747 1.77547 -0.32630 0.118 -0.744 -3.899
H 1.71944 -0.13687 1.52262 -1.991 -0.351 -0.641
H 0.52928 -1.48204 1.91177 -0.308 -1.019 0.622
H -1.24003 -1.60745 -1.20368 -0.174 0.065 0.087
H -1.01692 -2.27438 0.44591 -0.453 0.647 -0.662
H -2.06497 -0.85602 0.19584 -0.108 0.114 -0.196
H 0.28532 0.47393 -1.72600 -0.522 0.370 -0.189
H -0.96008 1.14275 -0.53290 0.099 0.173 -0.743
H 1.14807 2.36968 -1.22019 0.218 -0.819 2.153
H 0.83800 2.35963 0.41230 -0.677 0.914 1.305
```
Positions in Å, forces in eV/Å.

Structure (SMILES)   C=C(C)CN
Lowest unoccupied orbital energy   0.993 eV
M   71.12 g mol⁻¹
Frontier orbital gap   9.942 eV
ΔE to the lowest compared entry with this formula, charge and spin   114.7 kJ/mol
Electronic energy   -5782.623 eV

Atom charges from the Löwdin analysis, given in e for atoms 1 to 2: 0.044, -0.400

---

(5)
Molecular formula: C4H9N
Method: DFT, ωB97M-V/def2-TZVPD

```
14
Properties=species:S:1:pos:R:3:forces:R:3
C -1.93475 0.61170 -1.14906 2.139 2.028 -0.109
C -0.73148 0.78161 -0.22429 -1.364 -3.093 -0.854
C -0.32113 -0.23242 0.53938 -1.899 0.107 1.189
C 1.04602 -0.25025 1.12131 0.039 -0.369 1.347
N 1.73105 -0.71757 -0.10587 3.933 -0.394 -0.241
H -2.53566 -0.14932 -0.78342 -2.184 -0.584 1.204
H -2.27083 1.65701 -1.37055 -0.762 -1.359 0.057
H -1.62119 0.10854 -2.05686 0.556 0.520 -0.643
H -0.03560 1.45513 -0.60867 1.211 1.557 0.156
H -0.94752 -1.14679 0.72959 0.366 1.084 -0.311
H 1.26857 0.84580 1.38585 0.364 -1.845 -0.373
H 1.09244 -0.95540 2.13292 0.229 1.804 -2.575
H 2.77702 -0.52143 -0.21081 -1.756 0.356 0.760
H 1.80342 -1.73440 -0.20100 -0.872 0.189 0.393
```
Positions in Å, forces in eV/Å.

Structure (SMILES)   C/C=C/CN
Lowest unoccupied orbital energy   1.134 eV
M   71.12 g mol⁻¹
Frontier orbital gap   9.719 eV
ΔE to the lowest compared entry with this formula, charge and spin   200.8 kJ/mol
Electronic energy   -5781.731 eV

Atom charges from the Löwdin analysis, given in e for atoms 1 to 2: -0.103, -0.172

---

(6)
Molecular formula: C4H9N
Method: DFT, ωB97M-V/def2-TZVPD

```
14
Properties=species:S:1:pos:R:3:forces:R:3
C 1.62196 0.03388 0.33628 -0.450 -0.376 0.236
C 0.90705 -0.86403 -0.34446 0.673 0.252 -0.135
C -0.53462 -0.84461 -0.54711 0.061 -0.418 -0.042
C -1.19181 -1.88300 -1.07026 0.029 0.861 0.041
H 1.14696 0.88098 0.81517 0.065 0.048 -0.099
H 2.67460 -0.13706 0.51338 0.086 0.177 -0.173
H 1.45494 -1.67060 -0.82545 -0.163 -0.190 0.107
H -1.06303 0.04190 -0.21890 -0.069 0.019 0.027
H -2.26374 -1.80911 -1.18902 -0.032 -0.309 -0.079
H -0.65495 -2.74863 -1.43224 -0.116 -0.139 0.040
N -0.52332 2.64913 1.10939 -0.137 0.209 0.169
H -1.33154 2.04334 1.19945 -0.013 -0.017 0.003
H -0.88981 3.58268 0.93733 0.098 -0.133 -0.015
H -0.09158 2.67834 2.02923 -0.032 0.017 -0.078
```
Positions in Å, forces in eV/Å.

Structure (SMILES)   C=CC=C.N
Lowest unoccupied orbital energy   1.088 eV
M   71.12 g mol⁻¹
Frontier orbital gap   9.791 eV
ΔE to the lowest compared entry with this formula, charge and spin   102.2 kJ/mol
Electronic energy   -5782.753 eV

Atom charges from the Löwdin analysis, given in e for atoms 1 to 2: 0.009, -0.209